1.
This record from the OMol25 dataset describes a 7-piece molecular cluster, C37H59FN10O2PS overall at a distorted geometry. The level of theory is wB97M-V/def2-TZVPD.

E in eV: -81149.454
HOMO-LUMO gap in eV: 6.70
Net charge: +1
E_HOMO in Ha: -0.3536
Largest force on an atom in eV/Å: 4.2

```
111
Properties=species:S:1:pos:R:3:lowdin_charge:R:1
N -0.01225 -9.60649 -0.93723 -0.0010
C -3.10277 -7.93333 -1.40201 -0.1112
H -3.17693 8.80840 0.80831 0.0940
H -3.98854 1.16594 2.65839 -0.0701
C -1.79820 0.11101 1.42264 -0.5522
H 6.20126 2.32451 5.00783 0.0994
C 1.63386 2.27855 -1.32090 -0.1193
H -2.85397 -8.59846 -0.58821 0.0900
H -0.47068 -1.18433 3.43979 0.0204
C -1.70274 -1.31604 -1.14877 -0.1628
C -3.79239 6.93524 -0.13958 -0.1315
N -4.01458 5.68655 0.37510 0.0036
H -2.40757 -3.37442 -1.56271 0.1142
H -2.54709 -2.32047 3.99540 -0.0192
H 2.77753 -0.96636 -1.50901 0.1271
H -4.29441 4.87769 -0.15806 0.0954
H -5.13889 -8.58790 -2.05747 0.1131
H -5.50981 0.90213 -1.18323 0.0983
H -2.90113 1.67174 -0.76331 0.1143
C 0.34484 5.99068 -1.75376 -0.1630
H 0.85861 7.33238 -3.40279 0.0931
H -1.58283 0.72308 4.09340 0.0286
C 0.92221 -10.11710 1.00920 -0.1140
N -2.92249 -1.40778 3.70205 -0.2962
H -3.92671 4.81491 2.32198 0.0942
C -0.43634 -0.37673 0.75616 -0.0606
C 8.22300 3.00741 5.67774 -0.1124
H -3.91524 7.12837 -1.19432 0.1109
N -0.46191 -0.53494 -0.73123 -0.1005
C 1.94321 0.96432 -2.23777 -0.1736
H 1.56730 -10.09201 1.87483 0.0909
H 2.21860 8.68605 -1.48378 0.0942
C -3.20504 0.76763 -1.40378 -0.1413
H 2.16471 0.03022 -0.11649 0.1146
H 6.84960 2.36035 1.37513 0.0807
C 7.06300 2.97130 4.94419 -0.1525
C -4.34261 -1.57572 -0.93028 -0.0358
C 1.90048 -0.29246 -1.18079 -0.1813
C -4.72562 2.66630 -2.25928 -0.4002
H 5.11963 0.30191 0.99553 0.0970
H 7.00937 0.92705 -2.71463 0.1084
H -0.21057 -9.14034 -1.80757 0.1334
N -3.04657 -0.46839 0.88628 -0.3700
H -1.95347 -4.54487 0.52893 0.0933
C 9.01296 4.06706 5.16665 -0.1094
H 0.49189 2.42110 -1.25503 0.0652
N 5.87970 0.34428 -0.99913 -0.0111
C -3.00615 -6.30030 -2.94367 -0.1588
H -5.31942 -1.16300 -0.52741 0.0795
H 5.34665 -0.41023 -1.39765 0.1280
H 1.99939 2.16494 -0.24852 0.0695
C -2.30207 -6.88497 -1.91945 -0.1353
O -4.26318 3.18291 -3.28577 0.0881
C 0.93232 7.07533 -2.35659 -0.1104
H 8.06720 2.76337 -1.01678 0.0982
C -3.42551 6.98190 2.07810 -0.1167
H 0.01773 -1.31790 1.23770 0.1302
H 6.41304 4.17024 3.32446 0.1356
N 0.67785 6.01381 -0.42488 -0.0023
C -4.26887 -7.95329 -2.12758 -0.1223
H 1.58812 -8.38114 -0.23456 0.0993
C -1.58705 -2.89046 -0.91073 -0.1632
H -0.27892 5.20575 -2.15424 0.0969
C -4.67371 1.07649 -1.95484 -0.1066
H 9.98787 4.37481 5.51398 0.0934
H 0.38879 5.33494 0.25940 0.1363
H -1.74865 -1.17528 -2.29399 0.1685
C -0.10991 -11.05075 0.74391 -0.1092
H -0.99203 -3.21283 1.31919 0.0700
F -1.77453 1.56633 1.48845 -0.1215
C -3.79833 5.70710 1.72758 -0.1567
H -4.91488 -6.74589 -3.74280 0.1487
H -5.69990 2.90468 -0.55513 0.1091
H 0.45759 -1.32268 -2.29243 0.1528
H -3.18344 7.31706 3.07576 0.0903
H -4.90638 0.55928 -2.95142 0.1421
C -3.06245 -0.64257 -0.59607 -0.4193
H 8.54905 5.47152 3.48900 0.1061
N 7.12592 3.96670 4.00509 -0.0103
H 1.17438 0.86852 -3.06961 0.1109
H 8.47488 2.34549 6.49280 0.0919
C 5.79720 0.77311 0.29942 -0.1560
H -2.76098 -5.47478 -3.59496 0.0995
H -0.52409 0.43398 -1.12940 0.1668
H -2.50643 0.81267 -2.32309 0.1315
H 2.15376 3.21825 -1.73250 0.0924
N 0.67634 -1.12607 -1.29577 -0.0143
N -4.19935 -6.95916 -3.06719 0.0065
H 1.82980 7.30677 0.82275 0.1059
H -1.47914 -11.15395 -1.02216 0.1081
C 7.31607 2.02217 -0.78857 -0.0979
H -4.42473 -1.76116 -2.06565 0.1153
C 8.30976 4.64266 4.13751 -0.1407
C 0.95757 -9.23624 -0.04375 -0.1501
P -1.70505 -0.46739 3.27563 0.7785
O -5.32038 3.48820 -1.25723 0.0326
C 6.80054 1.10488 -1.67075 -0.1353
H -2.81962 -3.03150 1.06360 0.0668
C -1.85422 -3.39605 0.58954 -0.0981
C -0.67113 -10.70865 -0.46201 -0.1498
H 0.33298 0.45352 0.98031 0.1480
H -0.40980 -11.88029 1.36661 0.0933
H 3.02115 1.04109 -2.59212 0.1056
C 1.64243 7.78214 -1.35469 -0.1070
H -4.23994 -2.62835 -0.47322 0.0955
C 6.68027 1.81174 0.46037 -0.1034
H -1.31965 -6.58960 -1.57962 0.0834
S -4.33788 0.59473 1.44341 0.8544
H -0.61358 -3.36734 -1.25783 0.1171
C 1.46454 7.10627 -0.17281 -0.1386
C -3.42220 7.76040 0.89441 -0.1081
```

***

2.
This record from the OMol25 dataset describes a single C4H8O2 molecule. The level of theory is wB97M-V/def2-TZVPD.

E in eV: -8372.610
HOMO-LUMO gap in eV: 11.07
SMILES string: CC(=O)[C@@H](C)O
E_HOMO in Ha: -0.3749
Largest force on an atom in eV/Å: 0.4
Energy relative to the best compared isomer or geometry (same formula, charge and spin) in eV: 0.6719

```
14
Properties=species:S:1:pos:R:3:nbo_charge:R:1
H -0.46423 -0.34117 1.49627 0.1783
C -0.15011 -0.70713 0.50629 -0.0022
O 0.40966 -1.98460 0.63646 -0.7139
H -2.06355 -1.51684 -0.02065 0.2290
H 0.18076 2.03927 0.94741 0.2292
O 1.93504 -0.21720 -0.49589 -0.5578
C 0.91334 0.25227 -0.03586 0.5864
C 0.67468 1.74265 0.01515 -0.7254
H -1.07313 -1.06850 -1.41930 0.2150
C -1.37609 -0.76083 -0.41239 -0.6223
H 0.03136 2.05097 -0.81824 0.2432
H -1.90688 0.19665 -0.47141 0.2068
H 1.25390 -1.94057 0.15536 0.4896
H 1.63527 2.25503 -0.08320 0.2441
```

***

3.
This record from the OMol25 dataset describes C41H51As2CdN5P2S2 as an isolated structure. The level of theory is wB97M-V/def2-TZVPD.

E in eV: -217273.168
HOMO-LUMO gap in eV: 7.42
Net charge: +2
E_HOMO in Ha: -0.4533
Largest force on an atom in eV/Å: 0.6
Energy relative to the best compared isomer or geometry (same formula, charge and spin) in eV: 0.6847

```
104
Properties=species:S:1:pos:R:3:lowdin_charge:R:1
H -0.92329 3.28985 -5.63325 0.0889
N -4.39839 1.71701 -3.92331 0.0536
H -0.74572 -0.63668 5.31218 0.0235
H -1.06766 -2.21407 2.81579 0.0977
H -0.86900 3.27509 -2.99355 0.1026
C -0.20448 0.28827 5.11976 -0.3189
C -0.32665 -2.03307 -3.14832 -0.3654
H -3.44100 3.44280 2.36580 0.0102
C 0.52148 4.87549 2.38286 -0.1075
H 3.32007 3.00451 2.24613 0.1149
H -2.90304 -4.95377 1.14716 0.1145
H -1.28598 -3.94319 -2.88534 0.1117
C 1.39617 5.23211 3.39921 -0.0642
H -2.01580 2.65424 -6.87279 0.1012
C -0.69375 -3.31904 -3.54232 -0.0608
H -0.96360 5.48861 -0.11099 0.0396
C -2.16148 -2.40482 -0.95691 -0.4066
H -1.51502 4.26873 -1.26236 -0.0015
C 0.80944 3.22679 4.58543 -0.0966
H -0.45235 1.68239 -3.22666 0.0762
P 0.34678 -0.71010 0.88008 0.8680
H -3.75976 3.82587 0.65753 -0.0037
H 2.59164 -1.72241 -0.34112 0.0777
H 3.84709 3.68650 -0.07451 0.1150
C 0.94164 -1.64705 2.29171 -0.3885
H 4.87932 -1.88110 -1.59873 0.0272
P -0.78155 -1.38237 -1.53221 0.8710
N -3.84396 1.94317 -5.15600 0.1600
H -0.97714 -3.61448 0.36486 0.0882
H 1.68355 -3.87026 0.59574 0.1044
C -3.53315 1.79532 -2.91960 -0.7640
H 0.80227 0.03202 4.79075 0.0227
H -2.21360 2.67014 5.57070 0.0375
C 0.44364 -2.99856 -5.64096 -0.0482
H 1.41568 -1.10318 -5.91559 0.1126
C -3.05851 3.94298 1.48057 -0.2720
H 2.96192 2.36962 -1.97173 0.1079
H -5.38798 1.53836 -3.84091 0.1711
C -0.83773 4.45588 -0.42903 -0.3110
S -3.84532 1.60857 -1.26399 0.5478
H 0.74096 -3.37793 -6.60945 0.1184
C 3.21224 2.82979 0.10932 -0.0609
H 0.93194 2.60121 5.45855 0.0932
H 0.19380 4.28274 -0.73461 0.0281
C 0.81664 -1.71665 -5.25562 -0.0665
C -1.53974 2.43759 -5.92023 0.0175
C -0.08507 2.85820 3.58344 -0.4531
C -2.59386 2.16745 -4.91443 -0.3083
C 1.81448 -2.29873 -0.84860 -0.2664
H 1.97781 -2.17508 -1.92232 0.1112
C 1.90578 0.98627 -0.71677 -0.1413
H 1.92031 1.04042 2.66892 0.0948
H 5.90289 -3.32724 -1.81078 0.0416
H -5.16473 -4.49888 0.26768 0.1157
As -1.33829 3.21240 0.97668 1.0143
H 1.20495 -4.35066 -1.03016 0.1141
H 0.43098 5.52811 1.52676 0.0886
C 1.93378 -3.76040 -0.46355 -0.2532
H -3.40880 2.39158 4.28233 -0.0006
H 2.04826 -3.97648 5.16032 0.1164
C -3.43937 -2.15592 -1.45641 -0.1235
C -4.51647 -2.91198 -1.02215 -0.0598
Cd -1.45568 0.94508 -0.43915 0.9800
C 0.42753 -1.23753 -4.01491 -0.1255
C -1.97111 -3.41310 -0.01567 -0.0934
H 3.58520 -4.21643 -1.78400 0.0836
H 1.55482 0.39744 -1.55841 0.0627
C 5.50806 -2.61294 -1.09068 -0.4065
H -0.89450 1.56590 -6.04502 0.0877
H 3.74163 -2.75743 3.83417 0.1165
H -0.59186 -4.79380 -5.09108 0.1188
C 3.32810 -4.30520 -0.72634 -0.4703
H -0.35770 -3.71282 4.64745 0.1148
C 2.29692 -1.79572 2.58199 -0.1064
H 6.34498 -2.09256 -0.62829 0.0353
As -1.18169 1.23722 3.72856 1.1065
N -1.16274 2.31021 -2.86201 0.0783
S 4.61967 -3.45740 0.23192 0.8210
C 2.92381 2.44286 1.41011 -0.0537
C -3.05319 -4.16595 0.42080 -0.0562
H -0.16079 0.87064 6.03849 0.0321
C -0.20004 3.68670 2.46348 -0.4404
C 1.55135 4.39774 4.49469 -0.0563
C 2.68883 -2.63387 3.61715 -0.0542
N -2.35855 2.08859 -3.54822 -0.0883
H 1.95612 6.15522 3.32971 0.1158
C 1.73607 -3.32245 4.35694 -0.0472
H 2.23884 4.66257 5.28741 0.1169
H -3.59667 -1.37710 -2.19540 0.0794
H 3.36473 -5.36418 -0.47501 0.0776
C -0.30589 -3.79593 -4.78698 -0.0445
C -4.32316 -3.91379 -0.07824 -0.0543
H -2.90808 4.99969 1.69783 0.0499
H -5.50590 -2.72215 -1.41569 0.1135
N 0.50182 -1.74411 -0.46293 -0.4696
C -2.61521 1.93878 4.87106 -0.2989
C 2.12522 1.33262 1.64688 -0.1011
C 1.59735 0.59366 0.58971 -0.3982
C -0.01364 -2.34074 3.03846 -0.1380
H 3.05131 -1.28199 1.99803 0.0950
C 0.38322 -3.17864 4.06756 -0.0699
C 2.70799 2.09422 -0.95552 -0.0787
H -3.03888 1.10244 5.42641 0.0310
H 0.75848 -0.25166 -3.70025 0.0780
```

***

> Among the records above, which one has the lowest E?

C41H51As2CdN5P2S2

***

> Among the records above, which one has the lowest largest force on an atom?

C4H8O2

***

> What is the formula in the second record?

C4H8O2